1.
19
Properties=species:S:1:pos:R:3 method="wB97M-V/def2-TZVPD" molar_mass_g_mol=194.1 fmax_ev_per_a=5.44 orbital_gap_ev="8.764 / 8.760" lumo_energy_ev="-1.057 / -1.057" e_above_lowest_kcal_mol=52.0
C 2.76 0.44 -0.36
C 2.32 -0.87 -0.63
C 1.84 1.44 -0.08
C 0.99 -1.14 -0.65
C 0.47 1.10 0.13
C 0.08 -0.23 -0.11
C -1.30 -0.56 0.08
C -2.51 0.33 -0.18
O -1.56 -0.54 2.13
F -1.66 -1.86 -0.09
F -2.70 0.48 -1.53
F -3.64 -0.21 0.23
F -2.45 1.54 0.33
H 3.92 0.45 -0.44
H 2.96 -1.53 -1.11
H 2.34 2.39 0.30
H 0.52 -2.07 -0.84
H -0.06 1.87 0.60
H -2.31 -1.05 2.22

---

2.
70
Properties=species:S:1:pos:R:3 method="wB97M-V/def2-TZVPD" molar_mass_g_mol=536.2 fmax_ev_per_a=3.83 orbital_gap_ev=2.392 total_charge=+1 lumo_energy_ev=-7.941 e_above_lowest_kcal_mol=20.5
Sn -4.39 1.17 0.41
N -2.10 -1.53 -1.71
O -2.90 -0.71 -1.16
O -1.78 -2.56 -1.10
O -1.68 -1.23 -2.82
C -1.62 -1.43 2.00
O -1.91 -0.78 3.23
C -1.17 0.49 3.29
C -0.96 0.71 4.77
N -2.19 1.05 5.49
C -1.91 1.63 6.80
C -1.62 0.54 7.83
O -0.35 -0.10 7.63
C -0.29 -1.40 8.22
H -2.17 -1.03 1.14
H -2.03 -2.44 2.09
H -0.56 -1.49 1.78
H -1.82 1.18 2.73
H -0.19 0.24 2.89
H -0.10 1.38 4.80
H -0.65 -0.25 5.19
H -2.57 1.83 4.95
H -2.83 2.14 7.10
H -1.08 2.34 6.71
H -2.36 -0.27 7.78
H -1.62 0.95 8.85
H -1.11 -2.05 7.91
H -0.23 -1.32 9.31
H 0.67 -1.76 7.86
C 3.80 -0.95 -0.63
O 2.55 -1.12 0.03
C 1.91 -2.40 -0.26
C 1.53 -2.66 -1.72
N 2.65 -3.11 -2.57
C 2.24 -3.47 -3.92
C 1.88 -2.26 -4.82
O 2.97 -1.40 -4.65
C 2.64 -0.05 -4.97
H 4.11 0.06 -0.35
H 3.71 -0.90 -1.71
H 4.54 -1.69 -0.31
H 0.91 -2.31 0.17
H 2.55 -3.17 0.17
H 0.94 -1.85 -2.17
H 0.83 -3.50 -1.74
H 3.22 -2.29 -2.76
H 1.44 -4.21 -3.77
H 3.03 -4.09 -4.36
H 0.93 -1.88 -4.43
H 1.72 -2.58 -5.85
H 2.66 0.11 -6.04
H 3.22 0.72 -4.45
H 1.67 0.23 -4.53
C -1.41 4.08 -2.45
C -1.77 2.73 -3.05
C -0.68 2.01 -3.78
O -0.48 2.82 -4.92
C 0.79 3.41 -5.05
N -2.39 1.90 -1.96
H -2.24 4.38 -1.82
H -1.35 4.71 -3.35
H -0.42 4.04 -2.00
H -2.56 2.94 -3.78
H -0.99 1.00 -4.07
H 0.15 1.72 -3.13
H 0.76 4.28 -5.71
H 1.46 2.82 -5.68
H 1.21 3.73 -4.09
H -2.50 0.95 -2.30
H -1.72 1.93 -1.20

---

3.
51
Properties=species:S:1:pos:R:3 method="wB97M-V/def2-TZVPD" molar_mass_g_mol=334.4 fmax_ev_per_a=3.50 orbital_gap_ev=7.007 total_charge=-1 lumo_energy_ev=2.519 e_above_lowest_kcal_mol=41.9
C -0.24 0.20 0.34
C -1.18 -1.02 0.56
S -0.60 -2.03 2.07
C 0.34 0.15 -1.06
N -0.38 0.70 -2.05
C -1.77 1.08 -2.06
O 1.50 -0.25 -1.14
H -0.60 1.19 0.59
H 0.67 0.13 0.98
H -2.21 -0.69 0.73
H -1.11 -1.57 -0.46
H 0.07 0.57 -3.02
H -2.18 1.05 -1.10
H -2.26 0.58 -2.92
H -1.95 2.11 -2.37
H 2.71 -1.15 0.96
H 1.91 -1.48 2.34
O 2.78 -1.35 1.89
H -1.22 1.52 3.15
H -2.28 1.89 2.01
O -1.64 2.29 2.65
H -1.17 -3.45 -0.58
H 0.15 -4.16 -0.64
O -0.75 -4.19 -1.03
H 2.93 0.75 3.49
H 1.85 1.80 3.10
O 2.10 1.15 3.78
H 1.05 3.12 -0.97
H 0.90 4.30 -1.62
O 1.66 3.73 -1.46
H 0.15 0.82 4.50
H -0.55 -0.51 4.13
O -0.70 0.44 4.15
H -0.55 -2.40 -2.77
H 0.03 -2.05 -4.05
O -0.19 -1.60 -3.21
H -3.72 0.05 2.50
H -3.80 -0.25 0.98
O -4.07 0.37 1.66
H 1.97 2.20 -2.45
H 2.81 0.82 -2.64
O 2.74 1.75 -2.81
H -1.14 4.14 0.79
H -0.92 2.72 1.05
O -0.56 3.42 0.44
H 2.08 -2.23 -2.98
H 1.45 -3.32 -2.31
O 1.69 -3.07 -3.22
H 1.30 -2.11 -0.42
H 1.46 -3.17 0.70
O 1.43 -3.04 -0.25